ORCA calculation (ωB97M-V/def2-TZVPD) on a cluster of 2 separate species, C4H12OS in total.

The calculation puts the energy above the lowest of the compared OMol25 structures with the same formula, charge and spin at 61.69 kJ/mol. As for the charge: 0. The calculation puts the HOMO-LUMO gap at 0.357 Eh.

Geometry as XYZ:
```
18
Properties=species:S:1:pos:R:3:forces:R:3:nbo_charge:R:1
C -0.07776 0.17330 -2.21411 -1.02 0.94 -0.73 -0.607
C -0.51061 0.70381 -0.85407 -0.26 -1.73 -0.04 -0.404
C 0.62996 0.65507 0.14897 -0.40 1.68 -0.18 -0.409
C 0.02059 0.87925 1.52278 2.68 -1.24 0.31 -0.486
S 1.32202 0.97089 2.81606 -0.10 0.54 0.27 -0.063
H -0.99286 0.26234 -2.81825 0.41 -0.25 -0.36 0.209
H 0.24021 -0.86822 -2.25929 0.24 0.13 0.23 0.203
H 0.66445 0.86573 -2.66946 -0.24 -0.67 0.27 0.207
H -1.07978 1.61691 -1.03834 0.74 0.56 0.50 0.211
H -1.29119 0.06437 -0.39407 0.13 -0.12 -0.57 0.189
H 1.09862 -0.32359 0.13781 0.17 -0.21 -0.25 0.192
H 1.40595 1.41854 -0.13154 -0.55 -0.67 0.60 0.216
H -0.53216 1.75914 1.54838 -0.88 1.68 0.26 0.220
H -0.59766 0.06760 1.83093 -0.75 -0.58 -0.10 0.206
H 1.91424 -0.21105 2.60101 -0.17 -0.06 -0.18 0.115
O -0.91173 -2.89120 0.89590 1.27 1.95 -0.03 -0.931
H -0.35822 -2.04105 0.92150 -1.22 -1.90 -0.03 0.464
H -0.94406 -3.10187 -0.04422 -0.03 -0.04 0.04 0.469
```
Forces are in eV/Å.

=====

ORCA calculation (ωB97M-V/def2-TZVPD) on a structure of composition C42H50AsF6KN8OSSi.

The calculation puts the energy above the lowest of the compared OMol25 structures with the same formula, charge and spin at 22.59 kJ/mol. As for the charge: -1. The expectation value of S² is 0.754. The spin multiplicity is 2. The calculation puts the HOMO-LUMO gap (spin up / spin down) at 0.235 / 0.235 Eh.

Geometry as XYZ:
```
111
Properties=species:S:1:pos:R:3:forces:R:3:lowdin_spin:R:1
K -1.10626 0.49189 0.88660 0.42 -0.11 0.11 0.011
C 4.85977 -1.79535 -1.33821 -0.03 0.01 0.02 0.000
C 5.29123 -1.74116 0.12198 0.10 -0.05 0.04 0.000
N 4.23084 -1.98516 1.07402 -0.02 -0.09 -0.04 0.001
C 3.22891 -1.06283 1.34985 -0.16 0.20 -0.17 0.003
S 3.51354 0.60796 1.00377 -0.02 -0.02 0.13 0.014
N 2.14698 -1.60210 1.84010 0.15 -0.13 0.17 0.003
N 1.12992 -0.81817 2.33339 0.02 0.32 0.08 0.000
C 1.30610 -0.20946 3.44771 -0.08 -0.18 -0.28 0.000
C 2.58185 -0.21546 4.23238 0.01 -0.04 0.02 0.000
C 0.12830 0.52602 3.99695 0.03 -0.04 -0.02 0.000
C 0.30654 1.64399 4.80869 -0.01 -0.02 0.02 0.000
C -0.80679 2.30222 5.30728 -0.02 -0.04 -0.03 0.000
C -2.06601 1.82099 4.99536 0.06 0.01 0.04 0.000
C -2.14814 0.70643 4.17518 -0.03 0.02 0.05 0.000
N -1.09180 0.07097 3.68106 -0.01 0.03 0.06 0.000
H 5.70380 -1.59580 -2.00254 0.00 0.00 -0.02 0.000
H 4.45413 -2.77950 -1.58307 -0.03 -0.01 -0.05 0.000
H 4.09462 -1.04049 -1.52071 -0.02 0.00 0.00 0.000
H 6.06416 -2.49385 0.30546 0.02 0.03 0.00 0.000
H 5.71763 -0.76483 0.34705 0.00 0.00 -0.02 0.000
H 3.89564 -2.93653 1.12698 -0.02 0.02 0.02 0.000
H 3.13172 -1.12819 4.00149 0.00 0.01 0.03 0.000
H 3.22049 0.61902 3.93342 -0.01 0.02 -0.01 0.000
H 2.38636 -0.16079 5.30424 -0.01 0.01 0.00 0.000
H 1.30508 2.00026 5.02183 0.00 0.00 0.00 0.000
H -0.69047 3.18932 5.91702 0.01 0.00 0.00 0.000
H -2.96544 2.31334 5.33726 0.00 0.00 0.00 0.000
H -3.11606 0.31466 3.88207 -0.01 0.02 0.00 0.000
C 0.90629 1.80981 -1.07414 0.06 0.17 0.00 0.702
Si 1.39831 1.87804 -2.84523 -0.06 -0.03 -0.05 0.100
C 1.55842 0.06829 -3.31782 -0.01 0.02 0.01 0.000
N 0.20284 -0.49199 -3.13615 -0.06 -0.06 0.08 0.018
C -0.51904 -0.75405 -4.38943 0.01 -0.08 0.02 0.001
C -0.52916 -2.24096 -4.78416 0.03 0.02 0.00 0.001
C 0.76910 -2.91566 -4.35383 -0.01 -0.01 0.01 0.000
C 0.90536 -2.86958 -2.82304 -0.06 0.03 -0.01 0.000
C 0.16109 -1.65319 -2.25035 0.07 -0.08 -0.02 0.001
C 3.03438 2.75826 -3.12980 0.01 0.00 0.09 0.021
C 3.22166 3.76185 -4.08059 -0.01 0.02 -0.03 0.004
C 4.47142 4.33394 -4.28235 0.01 0.00 0.01 0.001
C 5.55692 3.91142 -3.52852 -0.01 -0.01 0.00 0.002
C 5.38750 2.92182 -2.56866 0.01 0.01 -0.01 0.000
C 4.13852 2.35191 -2.37056 -0.01 -0.01 0.02 0.006
C 0.04988 2.65232 -3.89954 0.03 0.05 0.00 0.006
C -1.10329 3.19394 -3.33064 -0.04 -0.04 0.00 0.005
C -2.11922 3.71681 -4.12366 0.00 -0.02 0.01 0.001
C -1.99579 3.71013 -5.50403 0.01 0.00 -0.01 0.000
C -0.85231 3.18113 -6.09191 -0.03 0.00 0.00 0.001
C 0.15419 2.65950 -5.29483 0.03 0.00 0.01 0.000
H 0.47390 2.64212 -0.52657 -0.03 -0.02 0.01 0.040
H 1.25751 0.98158 -0.45884 0.00 0.11 -0.02 0.034
H 2.25157 -0.38188 -2.60023 -0.02 -0.07 0.01 0.000
H 1.97237 -0.13418 -4.31111 0.00 0.02 -0.02 0.000
H -0.05031 -0.16292 -5.17709 -0.01 0.01 0.00 0.000
H -1.55034 -0.39987 -4.30342 -0.03 0.06 0.02 0.000
H -0.68368 -2.32783 -5.86212 -0.01 0.00 0.00 0.000
H -1.37120 -2.74871 -4.30401 0.00 0.00 0.00 0.000
H 1.61151 -2.39516 -4.81774 0.00 0.00 0.00 0.000
H 0.80401 -3.94642 -4.71204 0.02 0.00 0.00 0.000
H 1.95690 -2.82968 -2.54080 0.08 -0.03 0.02 0.000
H 0.49136 -3.77739 -2.37506 0.01 0.00 0.01 0.000
H 0.57182 -1.37984 -1.27452 0.01 0.02 -0.02 0.001
H -0.89033 -1.88683 -2.08158 -0.03 -0.05 0.01 0.000
H 2.37991 4.10901 -4.67015 0.02 0.00 0.02 0.000
H 4.59635 5.11302 -5.02485 0.00 0.00 0.00 0.000
H 6.53174 4.35797 -3.68338 0.00 0.00 0.00 0.000
H 6.22598 2.59825 -1.96426 0.00 0.00 0.00 0.000
H 4.01997 1.59934 -1.59382 0.01 0.01 -0.01 0.001
H -1.23149 3.19558 -2.25392 0.02 0.02 0.01 0.003
H -3.00857 4.12014 -3.65513 0.00 0.01 0.00 0.000
H -2.78713 4.11379 -6.12384 0.00 0.00 0.00 0.000
H -0.75041 3.17273 -7.17056 0.00 0.00 0.00 0.000
H 1.04037 2.24639 -5.76871 -0.01 -0.01 0.00 0.000
N -4.30448 -6.47608 1.17567 0.00 -0.02 0.00 0.000
C -4.43490 -7.83866 1.33419 -0.02 0.01 0.00 0.000
C -5.54050 -8.67352 1.45203 0.00 0.02 0.00 0.000
C -5.28576 -10.02434 1.59277 0.00 -0.01 0.00 0.000
C -3.97459 -10.52477 1.61399 0.00 0.00 0.00 0.000
C -2.88242 -9.68778 1.49712 -0.01 0.00 0.00 0.000
C -3.11886 -8.32111 1.35784 0.02 0.00 -0.01 0.000
N -2.22232 -7.27493 1.22580 -0.01 0.00 0.00 0.000
C -2.95952 -6.20383 1.12455 0.00 -0.01 0.00 0.000
C -2.44752 -4.83629 0.96776 0.02 0.01 0.00 0.000
C -1.12373 -4.55199 1.27827 -0.02 0.02 -0.01 0.000
C -0.66414 -3.25108 1.13350 0.02 -0.03 -0.01 0.000
N -1.43718 -2.25707 0.69291 -0.06 -0.08 -0.03 0.000
C -2.70023 -2.53541 0.38851 -0.05 0.00 -0.06 0.000
C -3.25349 -3.79951 0.51062 0.01 -0.02 0.00 0.000
H -5.04147 -5.79492 1.19405 0.01 0.00 0.00 0.000
H -6.55196 -8.28853 1.43375 0.00 -0.01 0.00 0.000
H -6.11544 -10.71282 1.68795 0.00 0.00 0.00 0.000
H -3.82160 -11.59043 1.72500 0.00 0.00 0.00 0.000
H -1.86977 -10.06787 1.51319 0.00 0.00 0.00 0.000
H -0.47219 -5.33835 1.63194 0.01 0.01 0.00 0.000
H 0.36083 -2.98745 1.37401 0.00 0.01 0.01 0.000
H -3.29287 -1.70833 0.01030 -0.01 0.00 0.01 0.000
H -4.28556 -3.95812 0.22371 0.00 0.01 -0.01 0.000
C -3.38125 0.81156 -2.13817 0.04 0.03 0.00 0.000
O -2.25536 0.19574 -1.52866 0.12 -0.02 -0.08 0.009
H -3.40737 0.62150 -3.21577 0.00 -0.01 0.00 0.000
H -3.40172 1.88622 -1.96021 0.00 0.00 0.00 0.000
H -4.27015 0.37849 -1.67987 0.01 0.01 0.00 0.000
H -1.43427 0.44770 -1.99204 -0.15 -0.11 -0.18 0.008
F -2.26574 2.90731 -0.12030 -0.03 0.01 -0.02 0.002
As -3.41390 3.08351 1.19513 -0.13 0.11 0.05 0.000
F -2.04947 3.11343 2.27432 0.02 -0.09 -0.03 0.000
F -3.45169 1.32349 1.32638 -0.16 0.12 0.04 0.000
F -4.49690 3.17730 2.53908 -0.01 0.03 -0.03 0.000
F -4.72794 2.99330 0.07271 0.02 0.01 0.01 0.000
F -3.36832 4.80014 1.03950 0.02 -0.03 0.01 0.000
```
Forces are in eV/Å.

=====

ORCA calculation (ωB97M-V/def2-TZVPD) on a structure of composition C30H59BN8O4RuS2Si4Te.

The calculation puts the energy above the lowest of the compared OMol25 structures with the same formula, charge and spin at 0.00 kJ/mol. As for the charge: +1. The expectation value of S² is 0.765. The spin multiplicity is 2. The calculation puts the HOMO-LUMO gap (spin up / spin down) at 0.241 / 0.230 Eh.

Geometry as XYZ:
```
110
Properties=species:S:1:pos:R:3:forces:R:3:lowdin_spin:R:1
Ru 0.27060 -0.39912 -0.33348 -0.48 -0.19 -0.32 0.809
N -1.32178 -4.13494 1.25868 -0.02 0.01 0.02 0.000
C -2.42426 -3.37331 1.88895 -0.02 0.01 0.00 0.000
C -1.88621 -2.37507 2.92265 -0.01 0.01 0.01 0.000
C -1.52301 -0.96167 2.45228 -0.01 -0.02 -0.03 0.000
N -0.16915 -0.79463 1.84928 -0.02 0.13 0.04 0.013
C -2.56069 -0.43810 1.47845 0.02 0.00 -0.03 0.000
C -2.79093 -1.37815 0.30010 0.01 0.00 -0.01 -0.001
N -1.59408 -1.55436 -0.58780 -0.04 -0.01 0.08 0.005
C -3.30984 -2.71317 0.82914 0.02 0.00 -0.01 0.000
H -0.86819 -4.67909 1.98922 0.00 0.00 0.00 0.000
H 0.18221 -3.53921 0.58999 -0.02 -0.01 0.02 0.000
H -1.71870 -4.82300 0.62258 0.00 0.00 0.00 0.000
H -3.05645 -4.07906 2.43617 -0.01 0.01 0.00 0.000
H -1.05884 -2.82398 3.48162 0.02 0.00 -0.02 0.000
H -2.68575 -2.23175 3.65384 0.02 -0.01 0.02 0.000
H -1.54458 -0.33588 3.34694 -0.02 0.02 -0.02 0.000
H 0.45644 -1.54154 2.14040 0.01 -0.02 -0.06 0.001
H 0.22843 0.06972 2.21420 0.04 -0.04 0.02 0.002
H -2.25012 0.54484 1.14385 -0.02 0.01 -0.01 0.000
H -3.51690 -0.31672 1.99521 0.00 0.00 0.01 0.000
H -3.57394 -0.94087 -0.32242 -0.01 0.00 -0.01 0.000
H -1.84525 -1.28461 -1.53477 0.05 0.03 0.01 0.003
H -1.35762 -2.54028 -0.65044 0.05 0.02 0.00 0.001
H -3.48648 -3.41168 0.00515 0.00 0.00 0.00 0.000
H -4.28596 -2.52554 1.28195 0.00 0.00 -0.01 0.000
C 3.58578 2.80893 -1.46350 -0.02 -0.01 -0.04 0.003
N 2.48071 3.33622 -0.67544 0.00 -0.02 0.00 0.001
C 2.05925 4.64603 -0.63590 -0.02 0.01 -0.04 0.000
C 1.00315 4.68533 0.20731 -0.01 0.00 0.01 -0.001
N 0.78585 3.41148 0.68434 0.01 -0.01 -0.02 0.001
B -0.36331 3.01845 1.64629 0.01 0.02 0.01 0.000
N -1.70219 2.89958 0.82504 -0.02 -0.08 0.02 -0.001
C -2.88074 3.43166 1.29115 -0.01 0.02 -0.01 -0.001
C -3.87092 3.08624 0.43821 0.00 0.02 0.01 -0.001
N -3.29005 2.32450 -0.54870 0.02 0.00 -0.04 -0.002
C -4.01743 1.76478 -1.67613 -0.11 -0.03 0.06 0.000
C -1.96164 2.21317 -0.29759 0.04 0.06 0.03 -0.002
S -0.86342 1.37103 -1.36045 0.00 -0.14 0.08 -0.021
C 1.69399 2.60299 0.13081 -0.05 0.03 -0.02 0.011
S 1.99420 0.92602 0.44531 0.10 -0.18 -0.11 0.077
H 3.96145 3.60597 -2.09911 0.00 0.00 0.00 0.000
H 3.23268 1.98206 -2.07782 0.00 -0.01 0.01 0.001
H 4.37880 2.45337 -0.80931 0.00 0.01 -0.01 0.001
H 2.54251 5.41727 -1.20786 0.00 0.00 0.00 0.000
H 0.39170 5.51283 0.51935 0.00 0.00 0.00 0.000
H -0.12134 1.96466 2.17761 0.01 0.02 0.00 0.001
H -0.53312 3.90749 2.43749 -0.01 -0.01 0.01 0.000
H -2.90663 4.02220 2.18898 0.00 0.00 0.00 0.000
H -4.91984 3.32330 0.43204 0.00 0.00 0.00 0.000
H -4.96890 1.37143 -1.32249 0.01 -0.02 0.02 0.000
H -3.42263 0.96982 -2.11757 -0.01 -0.02 0.01 0.000
H -4.20052 2.52661 -2.43228 -0.04 -0.03 0.06 0.000
O 3.09291 -1.56602 -0.47911 0.14 0.10 0.08 0.000
C 3.81918 -2.35852 0.06684 -0.05 -0.07 -0.05 0.000
C 3.39174 -3.68354 0.54713 -0.05 -0.03 0.00 0.000
C 4.38236 -4.59560 0.88776 0.01 0.01 0.02 0.000
C 4.04251 -5.88237 1.24043 -0.05 0.08 0.23 0.000
C 2.72333 -6.29982 1.24519 0.01 0.00 0.03 0.000
C 1.72945 -5.39651 0.92344 0.00 0.00 -0.01 0.000
C 2.04135 -4.07402 0.59707 0.00 -0.01 -0.01 0.000
O 1.07243 -3.17069 0.34458 0.10 0.07 0.00 0.001
N 5.10204 -6.83594 1.60039 0.06 -0.24 -0.90 0.000
O 4.76386 -7.97716 1.83466 -0.03 0.05 0.33 0.000
O 6.24816 -6.44647 1.52539 0.01 0.10 0.32 0.000
H 4.89487 -2.14203 0.20264 0.01 -0.02 -0.02 0.000
H 5.42468 -4.30505 0.86602 0.00 0.00 0.00 0.000
H 2.49128 -7.32446 1.49708 0.00 0.00 0.00 0.000
H 0.70116 -5.73000 0.89890 0.02 0.00 -0.01 0.000
C -2.45305 -0.25265 -7.23269 0.02 0.03 0.01 0.000
Si -1.78912 -1.02562 -5.65355 -0.01 0.01 -0.04 0.001
C -3.15627 -0.99906 -4.35497 0.02 -0.01 -0.01 0.002
C -1.30141 -2.80605 -5.98811 0.01 0.00 0.01 0.000
Si 0.05806 0.16523 -4.83935 -0.13 -0.18 0.02 0.012
Te 0.78670 -1.17200 -2.79319 0.22 0.42 0.30 0.072
Si -0.43485 2.46449 -4.92209 0.10 0.03 0.03 -0.001
C -2.20860 2.84616 -4.43829 0.03 -0.03 0.02 0.000
C 0.74132 3.50913 -3.90531 0.01 0.00 0.01 0.000
C -0.22665 2.93871 -6.72834 0.00 0.02 0.00 0.000
Si 1.94616 -0.25814 -6.18877 -0.01 0.00 -0.03 0.006
C 3.28243 0.98028 -5.72976 -0.01 0.00 -0.01 0.001
C 2.59632 -1.99658 -5.91625 0.00 0.01 0.02 0.001
C 1.49041 -0.09822 -8.00390 -0.02 0.00 0.00 0.002
H -3.26887 -0.84898 -7.64843 0.00 -0.01 0.02 0.000
H -1.67238 -0.18217 -7.99329 -0.01 0.00 0.00 0.000
H -2.83598 0.75486 -7.05504 0.00 0.00 -0.01 0.000
H -3.99964 -1.62314 -4.66079 0.00 0.01 0.01 0.000
H -3.52186 0.01807 -4.20012 0.00 0.00 0.01 0.000
H -2.77673 -1.38394 -3.40425 -0.03 -0.01 -0.01 0.002
H -2.18009 -3.41237 -6.22201 0.00 0.01 -0.01 0.000
H -0.80103 -3.24990 -5.12452 0.00 0.00 0.00 0.000
H -0.61984 -2.86724 -6.83952 0.00 -0.01 0.01 0.000
H -2.40343 2.53576 -3.41250 0.11 0.06 -0.15 0.000
H -2.91494 2.33551 -5.09687 -0.02 -0.01 0.01 0.000
H -2.39326 3.92079 -4.51782 0.01 0.01 -0.01 0.000
H 0.66026 3.25747 -2.84820 0.03 0.01 0.04 0.000
H 0.50519 4.57001 -4.02672 0.01 0.00 -0.01 0.000
H 1.77248 3.34930 -4.22905 0.01 0.00 0.02 0.000
H -0.81190 2.30746 -7.39914 -0.01 0.00 0.00 0.000
H 0.81868 2.88615 -7.03808 0.00 0.00 0.00 0.000
H -0.56092 3.97102 -6.86556 0.00 0.00 -0.01 0.000
H 3.47628 0.95242 -4.65450 0.00 0.00 0.00 0.001
H 2.99535 1.99864 -6.00134 0.00 0.00 0.02 0.000
H 4.21715 0.74750 -6.24573 0.00 0.00 0.00 0.000
H 2.90361 -2.16035 -4.88252 0.01 0.00 0.00 0.001
H 3.46662 -2.16239 -6.55709 -0.01 0.00 -0.01 0.000
H 1.84614 -2.74827 -6.17016 0.00 0.00 0.01 0.000
H 1.05244 0.86997 -8.24675 0.00 0.00 -0.01 0.000
H 0.77276 -0.87190 -8.28776 0.00 0.00 0.00 0.000
H 2.37828 -0.23093 -8.62755 0.01 0.00 0.01 0.000
```
Forces are in eV/Å.